No. 1
The following is a DFT calculation (the ωB97M-V functional and the def2-TZVPD basis) of a cluster of 2 separate species, C4H12N2 in total at a distorted geometry.

Positions of all 18 atoms, in Å:
C -0.255 2.108 0.684
C 0.254 1.800 -0.683
C -0.403 2.211 -1.780
H -1.238 2.591 0.653
H 0.352 2.888 1.161
H -0.334 1.288 1.398
H 1.199 1.269 -0.750
H 0.182 2.423 -2.670
H -1.479 2.339 -1.689
N 0.543 -3.069 0.635
C 0.617 -1.634 0.548
N -0.611 -0.883 0.404
H -0.330 -3.569 0.568
H 1.273 -3.524 0.114
H 1.260 -1.355 -0.303
H 1.198 -1.215 1.370
H -1.139 -1.230 -0.393
H -1.179 -1.179 1.202

## Properties
Orbital gap   0.365 hartree
HOMO energy   -8.84 eV
LUMO   1.1 eV
SMILES   C=CC.NCN



No. 2
The following is a DFT calculation (the ωB97M-V functional and the def2-TZVPD basis) of the molecule C4H12N2 at a distorted geometry.

Positions of all 18 atoms, in Å:
N 0.968 0.258 1.224
C 0.663 1.881 -1.285
C -0.401 0.967 -0.757
C 0.216 -0.184 0.002
C -0.939 -1.159 0.419
N -0.458 -2.438 0.941
H 1.414 -0.509 1.641
H 0.244 0.767 1.833
H 1.324 1.431 -2.053
H 1.144 2.432 -0.411
H 0.222 2.758 -1.858
H -0.854 1.574 -0.041
H -1.081 0.638 -1.580
H 0.971 -0.764 -0.511
H -1.610 -1.250 -0.446
H -1.590 -0.651 1.067
H 0.455 -2.475 1.319
H -0.687 -3.276 0.495

## Properties
Orbital gap   0.362 hartree
HOMO energy   -8.68 eV
LUMO   1.2 eV
SMILES   CC[C@@H](N)CN



No. 3
The following is a DFT calculation (the ωB97M-V functional and the def2-TZVPD basis) of the molecule C4H12N2 at a distorted geometry.

Positions of all 18 atoms, in Å:
C 0.809 -1.044 -1.502
C -0.061 -0.195 -0.538
C -1.003 -1.071 0.363
C 0.968 0.729 0.310
H 1.251 -0.323 -2.295
H 0.041 -1.813 -1.930
H 1.713 -1.608 -1.086
H -0.644 0.445 -1.170
H -0.343 -1.549 1.061
H -1.391 -1.893 -0.315
H -2.552 0.326 0.568
H -1.386 0.457 1.674
H 1.336 0.080 1.191
H 1.845 1.068 -0.341
H 0.068 2.571 0.343
H 1.001 2.261 1.553
N -1.940 -0.286 1.140
N 0.287 1.846 0.974

## Properties
Orbital gap   0.357 hartree
HOMO energy   -8.68 eV
LUMO   1.0 eV
SMILES   CC(CN)CN



No. 4
The following is a DFT calculation (the ωB97M-V functional and the def2-TZVPD basis) of the molecule C4H12N2 at a distorted geometry.

Positions of all 18 atoms, in Å:
C 1.122 0.486 1.334
C 0.747 0.897 -0.105
C 0.579 -0.291 -1.198
C -0.955 -0.371 -1.567
N -1.895 -0.657 -0.455
N 0.181 -0.228 2.207
H 1.985 -0.183 1.340
H 1.485 1.399 1.806
H -0.202 1.447 -0.188
H 1.580 1.562 -0.390
H 0.844 -1.275 -0.791
H 1.034 0.293 -2.017
H -1.221 0.629 -1.862
H -1.133 -1.157 -2.273
H -1.722 -0.022 0.309
H -1.729 -1.560 -0.024
H -0.750 0.171 2.113
H 0.050 -1.139 1.762

## Properties
Orbital gap   0.379 hartree
HOMO energy   -9.26 eV
LUMO   1.0 eV
SMILES   NCCCCN



No. 5
The following is a DFT calculation (the ωB97M-V functional and the def2-TZVPD basis) of the molecule C4H12N2 at a distorted geometry.

Positions of all 18 atoms, in Å:
N -0.434 -1.285 -0.818
C -1.925 1.441 0.235
C -0.906 0.469 0.837
C 0.049 -0.041 -0.227
C 1.470 -0.184 0.359
N 2.493 -0.689 -0.608
H -0.942 -1.955 -0.269
H 0.209 -1.709 -1.463
H -1.454 2.220 -0.366
H -2.531 0.945 -0.524
H -2.640 1.860 0.936
H -1.497 -0.307 1.311
H -0.342 0.996 1.610
H 0.128 0.666 -1.053
H 1.835 0.835 0.500
H 1.512 -0.736 1.292
H 2.890 -1.551 -0.260
H 2.085 -0.973 -1.492

## Properties
Orbital gap   0.369 hartree
HOMO energy   -8.85 eV
LUMO   1.2 eV
SMILES   CC[C@H](N)CN



No. 6
The following is a DFT calculation (the ωB97M-V functional and the def2-TZVPD basis) of a cluster of 2 separate species, C4H12N2 in total at a distorted geometry.

Positions of all 18 atoms, in Å:
C 1.105 -1.568 1.198
C -0.335 -1.646 1.471
C -1.181 -0.610 1.424
H 1.514 -2.186 0.347
H 1.403 -0.537 0.995
H 1.671 -1.855 2.139
H -0.783 -2.655 1.576
H -2.255 -0.820 1.620
H -1.075 0.447 1.685
N 0.256 2.371 -0.853
C -0.345 1.459 -1.795
N -0.208 0.026 -1.544
H 0.133 2.114 0.111
H 1.210 2.635 -1.048
H -1.471 1.615 -1.831
H -0.057 1.711 -2.819
H 0.485 -0.429 -2.132
H -0.069 -0.073 -0.545

## Properties
Orbital gap   0.362 hartree
HOMO energy   -8.80 eV
LUMO   1.1 eV
SMILES   C=CC.NCN



No. 7
The following is a DFT calculation (the ωB97M-V functional and the def2-TZVPD basis) of a structure of composition C4H12N2 at a distorted geometry.

Positions of all 18 atoms, in Å:
C -0.529 0.389 0.885
C -0.024 -1.079 0.934
C 0.063 -1.806 -0.419
N -0.392 -0.629 -1.686
C 0.549 1.352 0.410
N -0.065 2.541 -0.175
H -1.437 0.514 0.286
H -0.810 0.630 1.887
H 0.953 -1.017 1.379
H -0.680 -1.665 1.574
H 0.997 -2.371 -0.538
H -0.756 -2.532 -0.504
H 0.595 -0.946 -1.329
H -1.006 -1.330 -2.100
H 1.234 0.846 -0.306
H 1.177 1.654 1.225
H 0.667 3.166 -0.492
H -0.538 2.282 -1.030

## Properties
Orbital gap (spin up / spin down)   0.346 / 0.156 hartree
HOMO energy (spin up / spin down)   -13.81 / -13.14 eV
⟨S²⟩   0.76
2S+1   2
Net charge   +1
LUMO (spin up / spin down)   -4.4 / -8.9 eV



No. 8
The following is a DFT calculation (the ωB97M-V functional and the def2-TZVPD basis) of a cluster of 2 separate species, C4H12N2 in total at a distorted geometry.

Positions of all 18 atoms, in Å:
C 0.826 -2.001 0.862
N -0.188 -1.959 -0.177
C -1.347 -2.724 0.204
H 0.290 -1.724 1.788
H 1.326 -2.998 1.022
H 1.604 -1.222 0.709
H 0.165 -2.319 -1.031
H -1.163 -3.777 0.609
H -2.069 -2.759 -0.634
H -1.818 -2.178 1.047
C 0.251 3.602 -0.091
C -0.067 1.330 -0.669
N 0.784 2.263 -0.356
H 0.804 3.977 0.771
H -0.844 3.591 0.014
H 0.470 4.265 -0.946
H 0.186 0.277 -0.576
H -1.107 1.487 -0.883

## Properties
Orbital gap (spin up / spin down)   0.400 / 0.149 hartree
HOMO energy (spin up / spin down)   -13.89 / -12.98 eV
⟨S²⟩   0.76
2S+1   2
Net charge   +1
LUMO (spin up / spin down)   -3.0 / -8.9 eV



No. 9
The following is a DFT calculation (the ωB97M-V functional and the def2-TZVPD basis) of the molecule C4H12N2O at a distorted geometry.

Positions of all 19 atoms, in Å:
C 1.425 0.810 1.859
N 0.869 1.181 0.484
C -0.137 0.206 0.007
C -1.090 1.039 -0.866
O -2.346 0.409 -1.102
C 0.484 -1.120 -0.437
N -0.440 -2.141 -0.907
H 1.789 1.749 2.278
H 0.597 0.453 2.455
H 2.260 0.124 1.725
H 1.699 1.019 -0.080
H -0.840 -0.069 0.826
H -1.270 1.970 -0.347
H -0.611 1.130 -1.857
H -2.465 -0.007 -1.959
H 1.248 -0.927 -1.200
H 0.948 -1.460 0.494
H -0.842 -2.686 -0.154
H -1.279 -1.680 -1.220

## Properties
Orbital gap   0.364 hartree
HOMO energy   -8.97 eV
LUMO   0.9 eV
SMILES   CN[C@H](CN)CO



No. 10
The following is a DFT calculation (the ωB97M-V functional and the def2-TZVPD basis) of a cluster of 2 separate species, C4H12N2O in total at a distorted geometry.

Positions of all 19 atoms, in Å:
C 0.146 -1.696 0.360
C -0.529 -0.193 -1.728
C 1.516 1.616 0.502
C -0.843 -0.836 -0.432
N 0.404 1.315 1.414
N -0.828 0.899 0.965
O -2.192 -1.200 -0.282
H -0.068 -2.788 0.229
H -0.016 -1.590 1.414
H 1.252 -1.408 0.287
H -0.633 -0.933 -2.659
H 0.481 0.157 -1.853
H -1.166 0.588 -1.990
H 1.876 0.795 -0.052
H 1.114 2.220 -0.311
H 2.202 2.064 1.121
H 0.764 0.725 2.241
H -1.048 1.540 0.185
H -2.434 -1.274 0.589

## Properties
Orbital gap (spin up / spin down)   0.288 / 0.279 hartree
HOMO energy (spin up / spin down)   -6.96 / -6.72 eV
LUMO (spin up / spin down)   0.9 / 0.9 eV



Energy relative to the best compared isomer or geometry (same formula, charge and spin) (computed, eV): 1.9578, 1.1170, 1.0889, 1.2646, 0.6487, 1.8947, 4.2956, 2.3674, 2.1611, 4.9374
Calculated total energy (computed, Ha): -269.04440, -269.07530, -269.07633, -269.06987, -269.09251, -269.04672, -268.64299, -268.71385, -344.30560, -344.20358
Molecular weight (computed, g/mol): 88.15, 88.15, 88.15, 88.15, 88.15, 88.15, 88.15, 88.15, 104.15, 104.15